Entry 1:
The following is a DFT calculation (ωB97M-V with the def2-TZVPD basis set) of a 2-piece molecular cluster, C3H7NOS overall.

## Properties
max |F|: 2.499 eV Å⁻¹
energy relative to the best compared isomer or geometry (same formula, charge and spin): 107.6 kcal/mol
multiplicity: 1
E: -17593.2649 eV
frontier orbital gap: 0.295 Ha
M: 105.16 g mol⁻¹
E_LUMO: 0.28 eV
HOMO: -7.8 eV

Structure (XYZ):
```
13
Properties=species:S:1:pos:R:3:forces:R:3:mulliken_charge:R:1
H -0.352944 2.091517 0.232627 0.2359 0.5081 0.1525 0.083
H -1.865231 -0.694442 0.907994 -0.8908 0.2437 0.8472 0.282
H -1.991457 -1.493948 -0.659555 -0.6345 -0.3928 -0.4743 0.317
N 0.690882 -1.305752 0.646950 0.4386 0.6680 -1.1435 -0.118
O -0.098617 2.758038 -1.879387 -0.5732 0.0463 -1.1214 -0.453
C -1.598778 -0.662108 -0.120087 2.4472 0.0620 0.5015 -0.704
C 1.806612 -1.589386 1.255596 -1.4521 -0.2639 -0.4905 -0.384
S 0.363340 3.090455 -0.359383 0.0358 -0.4760 1.1114 -0.009
H 0.230034 1.896906 -2.146369 0.3251 -0.1622 -0.1004 0.361
C -0.106387 -0.885671 -0.211834 1.1208 -1.5627 0.9730 -0.078
H 2.591248 -0.901480 1.383308 0.2778 1.5021 0.3059 0.238
H -1.775867 0.265496 -0.619062 -0.6980 0.5139 -0.2458 0.238
H 2.107165 -2.569626 1.569202 -0.6328 -0.6865 -0.3155 0.227
```
Positions in Å, forces in eV/Å.

=====

Entry 2:
The following is a DFT calculation (ωB97M-V with the def2-TZVPD basis set) of a 2-piece molecular cluster, C3H7NOS overall.

## Properties
max |F|: 5.099 eV Å⁻¹
energy relative to the best compared isomer or geometry (same formula, charge and spin): 147.9 kcal/mol
multiplicity: 1
E: -17591.5167 eV
frontier orbital gap: 0.371 Ha
M: 105.16 g mol⁻¹
E_LUMO: 0.70 eV
HOMO: -9.4 eV

Structure (XYZ):
```
13
Properties=species:S:1:pos:R:3:forces:R:3:mulliken_charge:R:1
H 2.611229 -0.113114 -0.144837 -1.0938 1.8216 0.2778 0.123
H -0.661710 -1.656485 -0.891995 0.5821 3.5301 1.3418 0.330
H -0.240216 -2.148319 1.177742 2.2747 2.6048 1.8321 0.217
H -3.318253 0.058838 -1.554746 2.4993 -0.6786 -0.4293 0.348
H 1.673650 -1.662828 1.042981 -2.2867 0.4030 2.0448 0.206
C -0.656809 -0.508564 -0.333277 -0.8677 -0.1954 -1.4523 -0.122
H 0.591939 -0.412308 2.647120 0.5057 -4.4652 -2.4094 0.245
S 1.746461 1.012252 0.157300 1.9586 -2.1021 -0.8201 -0.173
C 0.395215 0.002844 0.683431 -2.5719 -2.3342 -1.7029 0.014
N -1.694616 0.236167 -0.515117 1.6311 -1.1408 -1.0948 -0.378
O -2.341901 -0.236627 -1.689893 -3.1196 0.6268 1.0771 -0.376
C 0.610999 -1.279266 1.486354 1.6570 1.0471 1.0133 -0.625
H -0.098921 0.687936 1.312855 -1.1687 0.8828 0.3218 0.189
```
Positions in Å, forces in eV/Å.

=====

Entry 3:
The following is a DFT calculation (ωB97M-V with the def2-TZVPD basis set) of one molecule with the formula C3H7NS.

## Properties
max |F|: 8.081 eV Å⁻¹
energy relative to the best compared isomer or geometry (same formula, charge and spin): 105.4 kcal/mol
multiplicity: 1
E: -15545.0731 eV
frontier orbital gap: 0.343 Ha
M: 89.16 g mol⁻¹
E_LUMO: 0.63 eV
HOMO: -8.7 eV

Structure (XYZ):
```
12
Properties=species:S:1:pos:R:3:forces:R:3:mulliken_charge:R:1
H -1.372575 -1.520575 -0.560152 -0.1676 0.9936 -0.0914 0.274
C -0.909258 -0.600643 -0.956024 3.9703 -0.4444 1.4594 -0.690
C 1.034214 -0.972294 -0.280113 -7.2471 2.5211 2.5344 -0.689
H -0.967874 1.650967 -0.750420 -0.5340 -0.2807 -0.4356 0.282
H 0.931855 -1.864500 0.330550 0.0292 0.4580 0.5439 0.339
H 1.711326 -1.058922 -0.976293 3.7321 -0.2214 -3.7625 0.376
H 1.367798 1.627052 2.314383 1.3656 1.5279 0.9081 0.248
C -0.925572 0.728797 -0.171272 2.3318 -0.5210 -1.6014 -0.406
H -0.928332 -0.535559 -2.038093 0.0437 -0.0331 0.0735 0.273
S 0.876268 0.895651 0.482439 -1.5460 -2.7338 -1.6866 0.197
H -1.633254 0.766886 0.585990 -0.9865 0.0949 1.7662 0.389
N 0.815402 0.883141 2.019005 -0.9914 -1.3612 0.2920 -0.594
```
Positions in Å, forces in eV/Å.

=====

Entry 4:
The following is a DFT calculation (ωB97M-V with the def2-TZVPD basis set) of one molecule with the formula C3H7NS.

## Properties
max |F|: 2.633 eV Å⁻¹
energy relative to the best compared isomer or geometry (same formula, charge and spin): 42.3 kcal/mol
multiplicity: 1
SMILES: SC1CNC1
E: -15547.8127 eV
frontier orbital gap: 0.363 Ha
M: 89.16 g mol⁻¹
E_LUMO: 0.96 eV
HOMO: -8.9 eV

Structure (XYZ):
```
12
Properties=species:S:1:pos:R:3:forces:R:3:mulliken_charge:R:1
H 1.187582 -1.333479 1.106937 -1.2431 -0.8257 -0.0520 0.318
S -1.824497 0.007737 0.032609 0.2783 -1.1026 0.5755 -0.233
H 1.110429 -1.950124 -0.642285 0.8782 0.7331 0.5749 0.243
H 0.016872 -0.085116 -1.468628 -0.2426 -0.0642 -1.3504 0.237
H 0.485161 1.589741 1.076106 0.7840 -1.2502 -0.9634 0.242
C -0.066145 -0.095128 -0.420022 0.0390 0.9642 2.4498 -0.192
N 1.947998 0.106719 -0.032099 1.9375 1.0380 0.9755 -0.484
H 0.892431 1.957617 -0.679710 0.0004 -1.2854 1.3020 0.225
C 0.815377 1.098722 0.094427 -0.0462 0.3899 -1.5066 -0.362
H -1.745367 -0.727186 1.190555 -0.0310 0.5271 -0.6676 0.132
C 1.078435 -1.074576 0.052247 -1.4110 0.6090 -0.0128 -0.377
H 2.642857 0.103608 0.760073 -0.9434 0.2666 -1.3248 0.250
```
Positions in Å, forces in eV/Å.

=====

Entry 5:
The following is a DFT calculation (ωB97M-V with the def2-TZVPD basis set) of a 2-piece molecular cluster, C3H7NS2 overall.

## Properties
max |F|: 5.475 eV Å⁻¹
energy relative to the best compared isomer or geometry (same formula, charge and spin): 75.0 kcal/mol
multiplicity: 1
E: -26381.9225 eV
frontier orbital gap (alpha / beta): 0.271 / 0.271 Ha
M: 121.23 g mol⁻¹
E_LUMO (alpha / beta): -0.23 / -0.23 eV
HOMO (alpha / beta): -7.6 / -7.6 eV

Structure (XYZ):
```
13
Properties=species:S:1:pos:R:3:forces:R:3:mulliken_charge:R:1
C 1.512436 0.557759 0.103897 0.6501 -2.8339 3.4691 -0.461
H 1.328838 1.506537 -1.691256 0.2064 0.2349 -0.1001 0.250
H 0.768131 -2.219316 1.254781 -1.0617 -0.2554 -1.8440 0.177
H -1.572977 -0.591007 -1.269855 0.3783 -0.6730 -2.7239 0.181
N -1.647743 -0.200937 -0.392636 1.2281 -2.2623 4.8326 -0.124
H 1.078127 0.374812 1.108092 0.6263 0.4106 -0.4834 0.272
C 1.024830 1.443014 -0.655571 -2.6976 3.7610 -2.4727 -0.449
H -1.064516 -0.570424 1.639363 -0.0634 -0.6857 -2.0635 0.429
H 2.245193 -0.166686 -0.193201 0.4018 -0.0779 -0.2300 0.210
S -2.809967 0.933540 -0.132362 -0.7019 1.1581 0.0575 -0.349
H 0.178083 2.151800 -0.375062 1.2675 -1.0992 -0.2043 0.199
C -1.001853 -0.926610 0.543809 -1.2058 2.1768 -0.3601 -0.117
S -0.038579 -2.292481 0.060007 0.9718 0.1462 2.1228 -0.218
```
Positions in Å, forces in eV/Å.

=====

Entry 6:
The following is a DFT calculation (ωB97M-V with the def2-TZVPD basis set) of one molecule with the formula C3H7NS2.

## Properties
max |F|: 6.461 eV Å⁻¹
energy relative to the best compared isomer or geometry (same formula, charge and spin): 53.7 kcal/mol
multiplicity: 1
SMILES: CCSC(N)=S
E: -26382.8460 eV
frontier orbital gap: 0.318 Ha
M: 121.23 g mol⁻¹
E_LUMO: 0.43 eV
HOMO: -8.2 eV

Structure (XYZ):
```
13
Properties=species:S:1:pos:R:3:forces:R:3:mulliken_charge:R:1
H 1.038907 -1.057748 -0.442218 -0.9690 2.3064 -2.9633 0.175
H 0.689176 -1.858470 -2.837179 -0.1641 0.3947 -0.9084 0.306
S -0.008919 1.178425 -0.643706 0.6795 -1.6694 -0.5255 -0.191
C -0.045244 -1.149606 -2.451901 0.9561 -2.5680 3.9701 -0.847
H -0.603778 -1.864884 -1.771321 -0.2847 0.9038 -0.9002 0.212
H -0.675276 -0.665618 -3.096051 -1.3054 1.0302 -1.9169 0.346
S 0.177522 -1.191180 1.291449 -1.3452 1.6724 0.7531 -0.417
C 0.746924 -0.300416 -1.479238 4.7529 -1.3220 1.1231 -0.393
C -0.307506 0.420957 0.938430 1.2292 -0.2232 0.2042 0.473
H -0.948998 2.346846 1.845979 0.5308 -3.0646 -0.4583 0.234
H 1.951886 -0.232671 -1.984767 -3.5916 1.0311 1.6062 0.311
N -0.773737 1.270928 1.894401 1.4572 3.9183 -4.9266 -0.419
H -1.098447 0.814527 2.617132 -1.9456 -2.4096 4.9425 0.209
```
Positions in Å, forces in eV/Å.

=====

Entry 7:
The following is a DFT calculation (ωB97M-V with the def2-TZVPD basis set) of one molecule with the formula C3H7NS2.

## Properties
max |F|: 2.608 eV Å⁻¹
energy relative to the best compared isomer or geometry (same formula, charge and spin): 21.9 kcal/mol
multiplicity: 1
SMILES: CCN(S)C=S
E: -26384.2251 eV
frontier orbital gap: 0.332 Ha
M: 121.23 g mol⁻¹
E_LUMO: 0.50 eV
HOMO: -8.5 eV

Structure (XYZ):
```
13
Properties=species:S:1:pos:R:3:forces:R:3:mulliken_charge:R:1
C 0.080548 0.588423 0.789951 -1.7244 -1.9420 -0.2340 -0.635
H 0.649017 1.344131 -1.071843 0.8982 -0.2294 -1.0619 0.291
H -1.095998 1.226129 -0.793685 0.0120 0.0522 -0.3904 0.265
C -0.127190 1.476155 -0.372443 -1.1961 1.9395 0.3825 -0.845
H -0.559695 -2.554403 -0.545668 0.1277 0.3635 0.2200 0.312
H 0.914114 0.795609 1.371906 1.8468 0.2410 0.7509 0.364
C -0.826109 -1.586363 -0.099616 -0.3646 -0.2680 -0.0752 -0.032
H -0.757177 0.568194 1.494561 -0.1321 0.0472 -0.3499 0.355
H -0.148539 2.571188 -0.139673 0.0094 -0.9039 0.1478 0.315
N 0.216435 -0.818188 0.236988 1.4088 0.7724 0.5485 -0.075
S -2.386309 -1.173332 0.118382 -0.3452 -0.0441 -0.0608 -0.309
H 2.222848 -1.004507 -1.114265 -0.4697 -0.0245 0.4805 0.136
S 1.818049 -1.433040 0.125399 -0.0708 -0.0038 -0.3581 -0.140
```
Positions in Å, forces in eV/Å.

=====

Entry 8:
The following is a DFT calculation (ωB97M-V with the def2-TZVPD basis set) of a 2-piece molecular cluster, C3H7NSi overall.

## Properties
max |F|: 2.553 eV Å⁻¹
energy relative to the best compared isomer or geometry (same formula, charge and spin): 89.7 kcal/mol
multiplicity: 1
E: -12587.8271 eV
frontier orbital gap (alpha / beta): 0.309 / 0.266 Ha
M: 85.18 g mol⁻¹
E_LUMO (alpha / beta): -0.90 / -0.32 eV
HOMO (alpha / beta): -9.3 / -7.6 eV

Structure (XYZ):
```
12
Properties=species:S:1:pos:R:3:forces:R:3:mulliken_charge:R:1
C 1.116143 0.698810 -2.189983 -0.6202 2.3070 -0.9005 -0.913
H 1.156115 -0.461860 0.804101 1.1195 -0.0313 -0.1795 0.298
H 0.289466 0.989077 1.412850 0.0072 -0.3801 -0.5775 0.294
C 0.303134 -0.111099 1.331352 -0.9656 0.9213 -0.7617 -0.939
H 1.530828 0.238551 -1.321566 0.1466 -0.1985 0.0927 0.369
H 0.355201 0.331881 -2.839016 -0.2234 -1.2378 -0.0423 0.295
H 1.143665 1.794633 -2.406758 0.6575 -0.9293 0.8440 0.250
Si -1.146675 -0.785441 0.347604 -0.4778 0.1665 0.5105 0.081
H 0.343748 -0.415894 2.340189 -0.0556 -0.8659 1.1009 0.370
H -2.068821 0.225233 -0.310020 0.5907 -0.9706 -0.0158 0.016
C -0.964379 -2.574775 -0.144823 -0.1277 -0.4585 -0.4365 0.257
N -0.898773 -3.718999 -0.377109 -0.0512 1.6774 0.3657 -0.378
```
Positions in Å, forces in eV/Å.